(1)
20
Properties=species:S:1:pos:R:3 method="wB97M-V/def2-TZVPD" e_homo_ha="-0.5150 / -0.5113" charge=+1 e_lumo_ev="-3.858 / -8.995" s2=0.755 e_above_lowest_kcal_mol=78.3 spin_multiplicity=2 e_tot_ev=-9932.762 fmax_ha_per_bohr=0.090 orbital_gap_ev="10.154 / 4.918"
C 0.13013 -1.66634 -1.38659
O 1.59225 -1.80426 -1.62149
C -0.41879 -1.10571 -0.09060
C 0.61042 -0.04474 0.47602
C 0.88316 1.04484 -0.49704
N -0.37976 1.80039 -0.91793
H -0.29558 -2.76416 -1.25397
H -0.38987 -1.36069 -2.33556
H 1.89290 -2.28343 -0.74869
H -0.70157 -1.87843 0.58148
H -1.38688 -0.75764 -0.13495
H 1.55231 -0.54116 0.63976
H 0.34167 0.14407 1.46655
H 1.35916 1.82679 0.14920
H 1.45432 0.63986 -1.33728
H -0.86484 2.39546 -0.23238
H -0.18353 2.43818 -1.67464
H -2.14714 1.62613 2.38048
H -1.10042 1.27835 3.40562
O -1.94792 1.01248 3.13200

(2)
58
Properties=species:S:1:pos:R:3 method="wB97M-V/def2-TZVPD" e_homo_ha=-0.3274 smiles="COCCOCC(=O)NC[C@@]1(OC)CCN(C(=O)CCCn2c(O)nnc2O)C1" e_lumo_ev=0.557 e_above_lowest_kcal_mol=14.8 e_tot_ev=-39882.490 fmax_ha_per_bohr=0.014 orbital_gap_ev=9.466
C 4.80810 -4.81738 3.93309
O 4.22656 -4.12855 2.85250
C 5.08703 -3.15026 2.32654
C 4.40473 -2.42391 1.19983
O 3.29386 -1.70825 1.72543
C 2.43942 -1.11019 0.75425
C 3.12985 -0.69238 -0.54022
O 2.80709 -1.13480 -1.62525
N 4.13994 0.20010 -0.35901
C 4.95290 0.71583 -1.43414
C 6.28703 -0.01613 -1.63409
O 6.10287 -1.38232 -1.93782
C 5.45599 -1.66080 -3.16863
C 7.15346 0.75887 -2.64373
C 8.01423 1.72540 -1.79719
N 7.76378 1.33728 -0.40755
C 7.66728 2.27843 0.57241
O 8.02000 3.43182 0.39911
C 7.12116 1.78770 1.90242
C 7.12614 2.84171 2.99393
C 6.23294 2.42344 4.15120
N 4.84507 2.34508 3.72474
C 4.13417 1.27647 3.25936
O 4.68782 0.05785 3.23987
N 2.95810 1.61432 2.84674
N 2.84619 2.99703 3.04495
C 3.96808 3.37630 3.55102
O 4.32989 4.61623 3.90384
C 7.16387 0.01596 -0.38073
H 4.08608 -5.55275 4.28024
H 5.72671 -5.33463 3.63037
H 5.04641 -4.13508 4.75791
H 5.38676 -2.43849 3.11011
H 6.00282 -3.61423 1.93250
H 5.12303 -1.75338 0.72047
H 4.06673 -3.14474 0.44678
H 1.66525 -1.82444 0.46438
H 1.97421 -0.24277 1.22326
H 4.24541 0.58395 0.56622
H 4.36931 0.65413 -2.35276
H 5.15185 1.77705 -1.25763
H 5.45476 -2.74330 -3.27449
H 4.42104 -1.31324 -3.17470
H 6.00189 -1.22843 -4.01317
H 7.78112 0.04647 -3.17937
H 6.55507 1.29441 -3.38161
H 9.07201 1.61170 -2.03770
H 7.74772 2.77162 -1.92705
H 6.09410 1.45413 1.72574
H 7.67173 0.89913 2.22097
H 8.14004 3.00756 3.36195
H 6.78691 3.79801 2.59440
H 6.50838 1.44694 4.54964
H 6.29088 3.14875 4.96173
H 4.04114 -0.56599 2.84087
H 3.58011 5.19385 3.70671
H 6.62370 -0.18362 0.53912
H 7.92730 -0.75936 -0.49787

(3)
13
Properties=species:S:1:pos:R:3 method="wB97M-V/def2-TZVPD" e_homo_ha="-0.2813 / -0.3759" e_lumo_ev="-1.091 / -1.445" s2=8.785 e_above_lowest_kcal_mol=0.0 spin_multiplicity=6 e_tot_ev=-42851.920 fmax_ha_per_bohr=0.050 orbital_gap_ev="6.565 / 8.784"
C -0.91682 -0.44559 0.90193
C -0.53915 0.81194 1.15996
O 0.81453 1.17191 1.05458
C 1.19920 1.94953 0.04651
O 0.51212 2.32770 -0.86921
O 2.50360 2.16042 0.16537
H -1.85069 -0.66885 1.43717
H -1.14522 1.61548 1.58416
H 2.82386 2.63655 -0.61220
O -1.99365 -3.60850 -2.45997
O -0.31738 -3.06400 -1.04663
C -1.36091 -2.86596 -1.74684
Cr 0.27053 -2.02063 0.38518

(4)
98
Properties=species:S:1:pos:R:3 method="wB97M-V/def2-TZVPD" e_homo_ha=-0.1655 charge=-1 e_lumo_ev=1.845 e_above_lowest_kcal_mol=94.5 e_tot_ev=-61001.479 fmax_ha_per_bohr=0.103 orbital_gap_ev=6.347
C -0.38982 -1.87225 1.17637
C -0.70482 -0.41882 0.78477
C -0.08121 0.55145 1.83753
C 1.42329 0.64123 1.79151
C 1.82291 1.13285 0.38783
C 1.32386 0.20825 -0.72258
N -0.10135 -0.07091 -0.52783
O -0.62659 -0.81884 -1.61430
C 2.18720 -1.05408 -0.62698
C 1.68756 0.85106 -2.06415
C -2.20260 -0.19183 0.89227
H 0.61918 -1.99026 1.58395
H -0.63963 -2.60335 0.40966
H -0.88586 -2.24643 2.08471
H -0.21197 0.05244 2.80946
H -0.57680 1.51851 1.91870
H 1.97736 -0.19438 2.21832
H 1.70960 1.45957 2.46559
H 2.91635 1.08168 0.44636
H 1.40893 2.14474 0.39540
H 2.22244 -1.43469 0.39654
H 3.20685 -0.90600 -0.99243
H 1.73499 -1.88361 -1.17784
H 1.38639 0.17712 -2.86869
H 2.74845 1.09777 -2.09445
H 1.15864 1.78838 -2.27727
H -2.74462 -1.02443 0.43849
H -2.51157 0.62549 0.23103
H -2.59569 0.02788 1.88214
O -0.71045 2.77751 3.81986
H 0.01358 2.14016 3.78763
H -0.66518 3.14305 4.70909
O 1.74234 -2.30690 4.14146
H 1.96305 -3.20355 4.41375
H 1.47103 -2.39686 3.21943
O 0.78550 2.28763 -4.66334
H 1.66354 2.01087 -4.36772
H 0.86796 2.39120 -5.61979
O 2.43505 -4.39413 1.22992
H 1.82714 -4.35033 0.47725
H 3.14566 -3.78484 1.00281
O 1.52415 -0.78479 -4.87899
H 0.70595 -0.26767 -4.79393
H 1.25772 -1.68451 -4.65416
O 2.27748 2.78964 2.03650
H 2.09193 3.58665 1.52770
H 2.31159 2.07939 1.37976
O -2.57608 -3.37997 3.59586
H -1.68151 -3.40036 3.95444
H -3.14711 -3.26828 4.36243
O -1.77946 1.72457 -2.16690
H -1.40992 0.82602 -2.01028
H -1.06033 2.31633 -1.91592
O -0.85648 4.01388 0.68149
H -1.53303 3.34215 0.83581
H -0.28506 3.95412 1.45554
O -0.26404 -3.52002 -2.80035
H -1.11894 -3.43428 -3.23448
H -0.21624 -2.74166 -2.21921
O 2.06874 2.10081 4.69906
H 2.09868 2.39214 3.76290
H 2.93174 2.33543 5.05032
O -5.45378 1.69199 -0.75366
H -5.03480 2.56872 -0.85654
H -4.98196 1.11726 -1.36665
O 3.80063 -0.62462 -3.12144
H 4.05019 -1.48335 -3.47769
H 2.85618 -0.53253 -3.34314
O -0.39970 -5.44688 -0.38079
H -1.17394 -4.96757 -0.02191
H -0.47094 -5.28284 -1.32861
O -1.29236 0.33818 -4.65185
H -1.68525 0.17918 -3.78387
H -0.85547 1.20208 -4.56073
O -6.06063 1.30791 1.97358
H -5.30899 1.58975 2.51191
H -5.65583 1.08603 1.12106
O 5.59677 -0.21691 1.60794
H 4.82492 -0.49721 1.10098
H 6.34261 -0.37020 1.01813
O -2.74955 -2.47001 -1.59770
H -3.42497 -1.78264 -1.58783
H -1.89757 -1.98120 -1.62494
O -0.51969 4.25703 -2.93067
H 0.24334 4.75795 -2.62440
H -0.14199 3.53793 -3.46827
O 5.25011 -0.83263 -0.68150
H 5.17569 -1.78299 -0.55539
H 4.70898 -0.64577 -1.47418
O -2.53747 -4.15649 0.68554
H -2.67684 -3.43982 0.03005
H -2.74266 -3.75763 1.54216
O -3.41496 3.62717 -1.15185
H -2.65415 4.21514 -1.10058
H -3.08810 2.84084 -1.64326
O -3.61683 2.08403 3.36220
H -2.85775 1.75469 2.86905
H -3.29374 2.17347 4.26278

(5)
11
Properties=species:S:1:pos:R:3 method="wB97M-V/def2-TZVPD" e_homo_ha=-0.3868 smiles="O=[N+]([O-])[C@]1(Cl)C=CN=N1" e_lumo_ev=-1.189 e_above_lowest_kcal_mol=126.6 e_tot_ev=-24224.882 fmax_ha_per_bohr=0.075 orbital_gap_ev=9.335
C 0.88187 0.25976 -0.52318
C 1.56394 0.11235 0.60399
C -0.53651 0.59126 -0.04839
N 0.66236 0.19157 1.64644
N -0.49336 0.55239 1.29350
N -1.22917 -0.84949 -0.31524
O -2.10047 -0.70653 -1.10348
O -0.83624 -1.76269 0.33742
Cl -1.53468 1.76639 -0.84025
H 1.05054 0.08469 -1.66460
H 2.57171 -0.23970 0.61379